This record from the OMol25 dataset describes 6 unconnected molecules or ions with the total composition C60H67BIN8O15PS2 at a distorted geometry. The level of theory is ωB97M-V/def2-TZVPD.

Values from the calculation:
Structure (SMILES): CCOP(=O)(CCCc1c(C[C@H](C)I)cc(B(O)CC)c2c1Nc1ccc(CCSc3nnco3)c(CC)c1S2)OCC.O=[N+]([O-])c1ccccc1.O=[N+]([O-])c1ccccc1.O=[N+]([O-])c1ccccc1.O=[N+]([O-])c1ccccc1.O=[N+]([O-])c1ccccc1
HOMO-LUMO gap in Eh: 0.26885
Highest occupied orbital energy in eV: -8.29

The geometry in XYZ format:
```
155
C60H67BIN8O15PS2 | the OMol25 dataset | ωB97M-V/def2-TZVPD
C -12.2131 -8.0595 -2.0966
N 9.8182 -2.4219 -5.1320
H 7.7394 1.3044 -1.9616
C 4.2422 1.4273 -1.5284
H 1.2697 -4.4952 1.4287
C -9.9555 -8.8405 -2.4521
N -2.2934 1.9973 4.7296
H -0.5202 -0.6962 1.2573
N -6.1871 -6.6138 -5.6690
H -1.3858 6.1987 0.4999
O -0.2813 7.4739 2.9816
C 1.9295 -1.3762 0.9437
C 9.3413 -1.5407 -2.8827
C 5.9896 0.6859 1.8565
C -4.5604 -5.6483 -4.0899
H -7.4298 -4.5850 -1.7335
C -4.2752 -5.0005 -2.8987
O 6.4072 3.4946 1.3826
C -6.6285 -4.8816 -2.3943
C 1.5236 8.3789 -0.4510
O -1.9919 0.8222 4.6874
C -0.0568 5.5767 -1.9236
C 9.2287 -1.4015 -4.2557
O -7.3568 -6.8111 -5.9373
O -5.2537 -6.9651 -6.3636
N 1.6912 2.3231 -2.5151
C -2.0158 5.7247 -0.2618
C 2.2655 5.9820 -2.2197
C 1.8876 0.5300 -0.8217
C 0.3457 6.8258 3.9642
C 8.8030 -0.5638 -2.0592
H -13.7644 -9.4826 -2.4849
C 2.0213 -7.7894 1.4809
C 1.1041 -8.2490 0.5439
H 1.0619 -9.3014 0.2977
C 0.9920 6.4951 -1.9912
C -4.1527 2.0087 7.9628
C -11.8165 -10.3100 -2.8405
C 6.9652 0.8162 3.0588
C 8.1565 0.5367 -2.6096
H 1.2769 -1.0630 2.9624
C -2.8935 0.5572 1.6866
H -3.5026 2.5332 -0.4008
C 3.3556 0.2145 -1.1565
H -12.9012 -7.2766 -1.8119
C -4.2135 4.2251 7.0238
H 1.4160 8.4592 -2.6269
C 4.8971 5.2135 2.1644
C 1.2480 -0.2484 0.1672
H -2.1099 5.4698 -2.3857
H 2.3459 9.0759 -0.6444
H 1.9679 7.4717 -0.0275
H 6.4387 1.2737 3.9042
H 1.3127 2.0340 -3.4160
H -9.7625 -10.8688 -3.1095
C -0.8378 0.9226 -0.1317
H 1.6348 1.1804 2.4582
C -1.4946 6.0526 -1.6782
H -4.7490 1.6421 1.6512
O -3.2938 1.6163 -0.6151
C 1.4756 3.7215 -2.3330
C -5.3087 -4.6213 -2.0500
H -3.1931 4.4872 5.1613
O 6.6464 1.0383 0.6047
C -0.0768 -0.0554 0.4965
C -3.0697 2.4655 5.8846
H 8.4939 -0.2161 -5.8926
H -0.1945 8.3351 -1.8164
C 2.2158 -0.9329 2.4101
H -3.0208 6.1666 -0.1695
C 5.9894 4.8625 1.1247
C -10.4471 -10.0809 -2.8257
H -7.9475 -5.7252 -3.8480
H 9.8430 -2.3943 -2.4495
O -1.4387 -5.5172 -1.1604
H -3.0892 0.5355 6.8323
H 2.7946 -1.7983 0.4271
H -8.8892 -8.6641 -2.4449
S 0.3376 9.0070 0.7760
H -3.2493 -4.7937 -2.6277
O -9.1235 -6.3550 -1.7615
C 2.0807 -6.4383 1.7965
H 2.6914 -8.4870 1.9671
C -6.9196 -5.5267 -3.5860
H 4.2526 3.4670 -0.8621
H 5.4042 5.4976 3.0927
B -2.3590 1.0709 0.2676
H 3.0740 6.7164 -2.2396
H -3.7552 -5.9451 -4.7466
C -5.8815 -5.9076 -4.4172
H 5.6452 4.9938 0.0917
C -4.5611 3.3342 8.0309
H -12.1985 -11.2777 -3.1402
C 0.2383 -7.3603 -0.0737
H 1.1951 -2.1916 1.0186
H -5.1533 3.6739 8.8711
N -10.3289 -6.5209 -1.7206
I 3.6749 -2.1595 3.4066
H 3.3480 -0.4813 -2.0126
H 8.8888 -0.6568 -0.9843
H -0.4761 -7.7210 -0.7998
C -3.4616 3.7918 5.9437
H -4.4224 1.3174 8.7498
C 0.8418 7.9983 -1.8136
C 8.5817 -0.3154 -4.8201
C -12.6980 -9.3013 -2.4737
H 3.8722 -0.3139 -0.3473
C 2.5445 0.5732 2.5485
C 1.2194 -5.5459 1.1802
O 10.3629 -3.3737 -4.6067
H 4.3670 4.2720 2.3618
H 2.9511 0.7927 3.5433
H 3.5261 4.3201 -2.5725
H -5.0829 -4.1221 -1.1158
N -0.6234 -5.0721 -0.3770
P 6.1533 2.5085 0.1378
H -1.6336 7.0961 -1.9647
H 7.7457 1.5138 2.7360
S -1.0879 2.9833 -1.9725
N 1.6294 7.0093 3.8405
O -0.5266 -3.8972 -0.0786
H 5.1562 1.3655 2.0756
H 5.5890 -0.3264 1.7528
C -4.4529 0.5841 1.7066
C -3.4028 1.5683 6.8839
H 7.3586 -0.1714 3.3126
C 2.5002 4.6466 -2.3996
O 9.7310 -2.2563 -6.3332
H -2.5631 -0.4915 1.7856
C 4.3901 2.4908 -0.3872
H -2.5020 1.1581 2.5158
H -4.8523 0.1194 0.7981
C 0.3048 -6.0180 0.2566
C 0.2093 4.2225 -2.0787
O -11.1303 -5.6693 -1.3960
C -10.8462 -7.8429 -2.0958
H 2.7964 -6.0807 2.5249
H 6.8837 5.4831 1.2450
H 3.2379 0.8209 1.7443
C 1.1269 1.5181 -1.4656
H 3.6895 2.3304 0.4380
H 3.9730 1.8827 -2.4784
H 7.5379 1.5116 -4.4178
C 0.6650 8.0753 2.2148
O -1.9985 2.8152 3.8744
O 6.9760 2.8716 -1.0280
H 4.2079 5.9824 1.8054
H -2.1364 4.6485 -0.1250
N 1.8100 7.7787 2.7501
H -4.8665 0.1098 2.6035
H -0.1499 6.2414 4.7236
H 5.2571 1.0274 -1.6924
C -0.2041 1.6848 -1.0976
H -4.5319 5.2574 7.0796
C 8.0438 0.6560 -3.9897
```

***

This record from the OMol25 dataset describes 2 unconnected molecules or ions with the total composition C14H26F2N2O14P2S2 at a distorted geometry. The level of theory is ωB97M-V/def2-TZVPD.

Values from the calculation:
Net charge: -2
HOMO-LUMO gap in Eh: 0.10225
Highest occupied orbital energy in eV: 0.33

The geometry in XYZ format:
```
62
C14H26F2N2O14P2S2 | the OMol25 dataset | ωB97M-V/def2-TZVPD
H 2.6430 -3.7068 1.4496
N 3.2517 1.2703 -2.1027
H -1.5669 0.7461 2.2975
O 2.7378 -1.2729 -6.3738
O -1.2113 -3.6203 0.2945
P 0.9642 2.4929 1.5051
O 4.2039 0.6003 -5.8135
C 2.4005 -3.0229 0.6420
H 3.0564 -1.2416 1.7296
H -0.9613 5.5154 2.4869
C -1.9750 -3.3074 1.3494
H -3.0144 1.3423 -0.6142
N 0.9614 0.1202 2.8611
H -1.2917 -2.9664 -0.4099
O -1.3654 -0.7433 0.8656
H 1.5154 2.7922 0.2498
O 2.9704 -0.9135 -0.3235
C -3.1397 -2.3568 1.1874
O -1.4086 3.7594 0.0194
H 2.5842 -3.4988 -0.3045
H 2.9274 0.8347 0.6245
O -1.7502 -3.8359 2.4046
H -1.7770 0.6098 -1.5724
O -1.8494 3.2990 2.5113
F 1.3511 -2.0631 3.3268
H 1.6153 0.0858 -1.9951
C 0.4194 -1.1338 3.2559
C -3.2268 -0.7582 -0.7143
H 4.2672 -2.0383 0.7625
H -3.6625 -2.3530 2.1296
C 0.9106 1.0207 3.9631
C -2.8358 0.5625 -1.3547
C 0.4810 0.6270 1.5332
C -3.6780 0.9335 -2.5590
F -0.3337 1.2660 4.3954
O -0.3760 5.1853 1.7982
S 3.8520 -0.8127 -5.4974
H -3.3323 -0.2653 1.3338
C -2.7416 -0.9400 0.7183
H 1.3530 -2.7841 0.7600
H 3.9947 1.5415 -1.4740
C -1.0514 0.5552 1.3650
H -4.3141 -0.7819 -0.6711
H -3.8109 -2.8043 0.4623
H -2.2863 3.3604 0.0291
H -2.9556 -1.5925 -1.3545
O 3.4042 -0.8961 -4.0622
O 1.8506 1.4972 4.5348
H -1.9473 2.6983 -2.5946
H -1.3414 1.2309 0.5766
O 5.0422 -1.6897 -5.6818
H 3.5218 0.4370 -2.6312
H -4.6490 1.2629 -2.2232
O 0.9832 -0.1029 0.4978
C 2.0534 0.8860 -1.4070
P -0.8405 3.6911 1.5236
O -0.6955 -1.3845 3.5921
C 2.2788 0.2464 -0.0385
S -2.9480 2.3728 -3.4281
H 1.2979 1.6765 -1.3561
H -3.7721 0.1268 -3.2688
C 3.2169 -1.7594 0.7898
```

***

This record from the OMol25 dataset describes a molecular structure, C18H28AuClN3NbO3 at a distorted geometry. The level of theory is ωB97M-V/def2-TZVPD.

Values from the calculation:
Net charge: +2
ΔE to the lowest compared entry with this formula, charge and spin in kcal/mol: 0.0
HOMO-LUMO gap (alpha / beta) in Eh: 0.09792 / 0.10374
Highest occupied orbital energy (alpha / beta) in eV: -13.89 / -13.89

The geometry in XYZ format:
```
55
C18H28AuClN3NbO3 | the OMol25 dataset | ωB97M-V/def2-TZVPD
C -1.7873 1.7845 -2.6229
H 1.7352 3.3402 -0.9571
H -1.5256 4.3223 -1.6847
H -2.2193 2.2012 -3.5424
Au -3.2127 -1.5465 0.3851
C 0.8840 3.0565 -0.3102
H 1.4879 2.7573 -3.2141
C 1.6101 -2.6212 -2.8567
H 1.9005 -1.8390 -3.5681
H 2.9931 -0.4255 -1.5931
H -0.6143 -2.8894 -0.2165
H 2.7493 -1.8451 -0.5408
C -0.4798 2.5184 -2.3020
Nb -0.0959 0.3296 0.0676
H 0.1018 -2.3616 4.0021
H -1.0716 4.2691 -3.4008
H 1.0806 -3.4239 -0.2742
O -5.1054 -3.8210 0.9031
H -1.6345 0.7081 -2.7842
N -1.7393 -0.3188 -0.0803
O 0.4947 -1.0690 1.7736
C 0.5874 2.1426 -3.3379
C 0.5205 -2.1062 -1.9121
C 0.1983 -3.2007 -0.8858
O 0.1358 1.0870 2.0488
N 0.9537 -0.8945 -1.2159
C 0.2743 -0.2195 4.0349
H 0.4091 1.9074 4.2938
H -1.5651 -1.4900 -2.1043
H -0.0216 -2.5286 6.5129
H -2.5157 1.8984 -1.8079
H 0.3092 1.7659 6.7920
C 0.3255 -0.0886 2.5726
C 0.3222 0.9493 4.7956
C 0.2591 0.8658 6.1836
Cl 0.0770 -0.4982 8.5004
H -0.5229 -1.0146 -3.4699
C -0.7283 -1.8043 -2.7372
C 0.0740 -1.5655 6.0205
H 0.1599 4.6152 -2.1787
C 0.1472 -1.4758 4.6282
H 0.3605 3.9768 0.0019
H 2.4953 -2.9609 -2.3082
H 2.4719 -0.2102 0.0862
N -0.0164 2.1127 -0.9675
H 0.8830 1.0873 -3.2346
C -4.4646 -2.8710 0.7582
H 0.1889 2.2989 -4.3493
H 1.2128 -3.4757 -3.4188
H -0.1121 -4.1150 -1.4083
C -0.7385 4.0263 -2.3853
H 1.3112 2.6101 0.6016
C 2.3511 -0.8519 -0.8049
H -1.0331 -2.7080 -3.2808
C 0.1389 -0.3908 6.7922
```